[1]
{"formula": "C27H28HfI2N3OS4", "method": "the ωB97M-V functional and the def2-TZVPD basis", "species": ["Hf", "C", "C", "S", "C", "C", "S", "C", "C", "S", "C", "C", "S", "H", "H", "H", "H", "H", "H", "H", "H", "H", "H", "H", "H", "H", "H", "H", "H", "C", "C", "C", "C", "N", "C", "C", "C", "C", "C", "C", "N", "H", "H", "H", "H", "H", "H", "H", "H", "I", "C", "C", "C", "I", "C", "C", "C", "C", "N", "C", "C", "O", "H", "H", "H", "H"], "coordinates": [[0.08136, -0.26727, 0.21724], [-0.16570, 1.15488, -3.55995], [0.25904, -0.27844, -3.82705], [0.92109, -1.12095, -2.35831], [0.13596, -2.75140, -2.51743], [0.32298, -3.63794, -1.29756], [-0.29969, -3.02726, 0.29476], [-2.05512, -3.50937, 0.27782], [-2.84490, -3.05001, -0.94095], [-2.68270, -1.26768, -1.02550], [-3.07860, -0.80655, -2.71594], [-2.86866, 0.70532, -2.82919], [-1.30599, 1.38137, -2.19982], [-0.60900, 1.56836, -4.46730], [0.69452, 1.78439, -3.32447], [1.05007, -0.30928, -4.57543], [-0.57066, -0.88240, -4.18783], [0.58620, -3.24112, -3.38153], [-0.91237, -2.56984, -2.72515], [1.37002, -3.87961, -1.12576], [-0.18277, -4.59039, -1.46858], [-2.46236, -3.08828, 1.19857], [-2.07127, -4.59396, 0.38114], [-3.88974, -3.32827, -0.79956], [-2.49731, -3.53175, -1.85483], [-4.12778, -1.03664, -2.90339], [-2.48034, -1.36088, -3.43838], [-3.63622, 1.22841, -2.25829], [-2.96480, 1.02873, -3.86623], [0.22984, 1.28994, 4.47013], [1.58099, 1.18336, 4.75810], [2.38595, 0.39938, 3.93992], [1.79818, -0.22915, 2.86526], [0.51198, -0.04544, 2.50749], [-0.26515, 0.68356, 3.33278], [2.56310, -1.16235, 2.01532], [3.49284, -2.00948, 2.58625], [4.21754, -2.85839, 1.76642], [3.98694, -2.81110, 0.40019], [3.01028, -1.97041, -0.08605], [2.25922, -1.16343, 0.69897], [-0.44127, 1.84865, 5.10754], [2.00130, 1.68812, 5.61858], [3.43883, 0.26751, 4.14480], [-1.30891, 0.75586, 3.07151], [3.64559, -2.00316, 3.65597], [4.95442, -3.53444, 2.18116], [4.55595, -3.41782, -0.29085], [2.84090, -1.91122, -1.14891], [-4.47419, 1.65681, 1.77423], [-2.73514, 2.62184, 1.22747], [-2.71530, 4.04410, 1.21219], [-1.58651, 4.74151, 0.88676], [-1.64038, 6.80843, 0.91337], [-0.39850, 4.02534, 0.54029], [0.82149, 4.62676, 0.17003], [1.91384, 3.86319, -0.17156], [1.79411, 2.48036, -0.15583], [0.66342, 1.86268, 0.18612], [-0.43975, 2.62354, 0.55424], [-1.61079, 1.92409, 0.90852], [-1.52134, 0.55422, 0.88475], [-3.62041, 4.57558, 1.47347], [0.88998, 5.70794, 0.15679], [2.85397, 4.31569, -0.45297], [2.63171, 1.84577, -0.42354]], "forces_ev_per_a": [[-0.62, -1.05, -0.81], [0.13, -0.02, -0.16], [-0.04, 0.01, -0.06], [0.11, 0.07, 0.24], [0.03, -0.07, -0.03], [0.01, -0.11, -0.04], [0.19, 0.01, 0.28], [-0.03, -0.03, -0.06], [0.01, -0.22, 0.01], [0.19, 0.22, 0.37], [0.02, 0.12, -0.14], [-0.08, -0.09, -0.08], [0.00, 0.01, 0.24], [0.02, 0.00, -0.01], [0.02, -0.02, 0.01], [-0.02, 0.01, -0.03], [-0.01, 0.02, -0.02], [0.01, -0.02, 0.00], [-0.03, -0.03, 0.00], [0.03, 0.03, -0.03], [0.02, -0.01, -0.01], [-0.01, 0.00, 0.01], [-0.03, -0.01, -0.03], [-0.01, 0.02, 0.00], [-0.01, -0.02, 0.01], [0.00, 0.03, -0.03], [0.00, -0.02, 0.02], [0.00, 0.00, 0.02], [-0.04, -0.01, 0.00], [-0.02, -0.01, 0.00], [0.06, 0.05, 0.07], [-0.25, 0.01, 0.28], [0.18, -0.17, -0.26], [0.11, -0.02, -0.15], [0.02, -0.14, 0.02], [-0.21, 0.14, 0.14], [0.23, 0.00, -0.13], [0.05, -0.06, 0.02], [0.04, -0.02, -0.03], [-0.01, 0.18, 0.05], [0.18, -0.05, 0.02], [0.02, 0.00, 0.00], [0.00, 0.00, -0.01], [-0.01, 0.01, 0.01], [-0.01, 0.01, 0.02], [0.00, 0.00, 0.00], [-0.01, 0.02, 0.00], [0.00, 0.00, 0.02], [0.00, -0.01, -0.01], [-0.07, -0.14, 0.01], [-0.25, 0.36, 0.14], [0.04, -0.18, 0.00], [0.04, -0.13, 0.00], [0.00, 0.16, -0.01], [0.10, 0.24, -0.03], [-0.08, 0.08, 0.03], [0.02, -0.04, -0.01], [0.01, -0.07, 0.01], [-0.28, 0.20, 0.15], [0.43, 0.01, -0.10], [0.22, -0.35, -0.03], [-0.39, 1.11, 0.09], [-0.01, -0.03, 0.00], [0.00, -0.01, 0.00], [-0.02, 0.01, 0.01], [0.01, 0.00, -0.01]], "mulliken_charge": [0.020, -1.050, -0.765, 0.060, -0.321, -1.006, 0.184, -0.901, -0.917, 0.314, -0.832, -1.134, 0.498, 0.578, 0.373, 0.580, 0.396, 0.645, -0.214, 0.504, 0.639, 0.498, 0.522, 0.594, 0.415, 0.593, 0.393, 0.447, 0.548, -1.131, -0.585, -0.968, 0.643, 0.039, -0.098, 0.683, -0.997, -0.672, -1.073, -0.341, 0.211, 0.503, 0.510, 0.605, 0.728, 0.587, 0.491, 0.527, 0.886, 0.151, 0.004, -0.287, -0.305, 0.229, 0.432, -0.688, -1.360, -0.133, 0.800, 0.939, -0.177, -0.667, 0.498, 0.283, 0.497, 0.575], "charge": 3, "e_above_lowest_kcal_mol": 13.6, "homo_ha": -0.573, "largest_force_ev_per_a": 1.47, "orbital_gap_ev": 6.258}

=====

[2]
{"formula": "C27H28N3PPtS2", "method": "the ωB97M-V functional and the def2-TZVPD basis", "species": ["Pt", "S", "C", "C", "C", "C", "C", "N", "H", "H", "H", "H", "C", "C", "C", "C", "C", "C", "C", "P", "C", "C", "C", "C", "C", "C", "C", "C", "C", "C", "C", "C", "C", "C", "H", "H", "H", "H", "H", "H", "H", "H", "H", "H", "H", "H", "H", "H", "H", "H", "H", "H", "H", "H", "N", "C", "N", "S", "H", "H", "H", "H"], "coordinates": [[-0.22489, 0.01440, 1.70265], [0.48084, 1.14556, 3.83259], [-0.27907, 2.50120, 3.07285], [-0.74686, 3.76520, 3.44099], [-1.16895, 4.64589, 2.45021], [-1.26198, 4.27029, 1.14112], [-0.88310, 2.97425, 0.83090], [-0.61803, 2.07303, 1.83051], [-0.88520, 4.06307, 4.49024], [-1.26850, 5.68985, 2.77110], [-1.55679, 4.96284, 0.34012], [-0.85323, 2.59696, -0.22096], [2.61859, -1.26475, -2.99180], [3.09716, -0.92254, -1.52167], [4.47000, -0.98716, -1.21551], [5.08258, -0.24830, -0.12709], [4.19202, 0.47861, 0.68520], [2.78723, 0.49474, 0.43704], [2.24122, -0.39432, -0.48280], [0.47518, -0.64410, -0.44227], [-0.54508, 0.02852, -1.79132], [-1.72060, -0.69567, -2.05521], [-2.73532, -0.08093, -2.86495], [-2.64622, 1.19926, -3.28268], [-1.40019, 1.88360, -3.09143], [-0.32068, 1.28561, -2.36169], [1.00706, 2.10041, -2.38003], [0.30576, -2.48803, -0.37147], [0.41459, -3.44915, -1.42700], [0.70095, -4.80424, -1.07564], [0.55197, -5.19057, 0.25300], [0.41684, -4.23051, 1.27963], [0.26365, -2.90428, 0.95726], [0.01289, -1.98258, 2.08004], [1.71059, -0.79439, -3.18374], [2.60853, -2.28957, -3.26818], [3.33670, -0.77335, -3.65301], [5.04403, -1.79724, -1.70261], [6.07531, -0.42562, 0.32654], [4.47867, 1.06353, 1.53942], [2.18999, 1.22728, 0.99153], [-1.80049, -1.65905, -1.57500], [-3.59773, -0.73381, -3.06946], [-3.49176, 1.66281, -3.85350], [-1.17333, 2.84496, -3.48871], [1.83997, 1.56818, -1.81018], [0.82458, 3.05587, -1.95498], [1.33925, 2.30109, -3.47850], [0.65110, -3.08319, -2.40497], [0.98850, -5.48540, -1.90004], [0.47970, -6.16126, 0.63977], [0.42996, -4.57027, 2.25894], [0.75746, -2.15106, 2.89017], [-0.96363, -2.34355, 2.58893], [-4.78872, 0.84575, 1.80170], [-3.72332, 0.18760, 2.22669], [-3.51770, 0.10218, 3.56615], [-2.69470, -0.76375, 1.14416], [-5.31382, 1.37792, 2.45650], [-4.93410, 0.80394, 0.81946], [-3.84630, 0.72481, 4.30170], [-2.91260, -0.62062, 3.89928]], "forces_ev_per_a": [[-0.40, -0.77, -0.44], [0.37, 0.74, 1.49], [-1.26, -1.04, -0.24], [-0.05, 0.29, 0.71], [0.26, 0.79, 1.73], [0.63, -0.09, -1.77], [-0.80, -0.96, 0.33], [0.50, 2.17, -2.69], [0.79, -0.14, -0.49], [-0.60, -0.40, -0.28], [0.30, -0.30, 0.46], [-0.35, 0.16, 1.15], [2.24, 0.61, 2.00], [0.05, -0.13, 0.47], [0.97, 0.03, 1.03], [-2.30, -1.33, 0.80], [-0.92, 0.28, -1.25], [1.62, -0.49, 0.48], [1.04, 1.00, -2.62], [-1.39, -0.21, 0.21], [0.57, -0.83, 0.17], [-0.14, 1.93, -0.91], [0.24, -3.22, 1.81], [0.95, 2.24, -1.08], [0.23, -2.00, 1.19], [-0.91, 1.56, -1.79], [0.62, -1.93, -1.03], [-0.15, -0.26, -0.84], [1.99, -0.15, 2.20], [-1.05, 1.09, -1.18], [0.07, 1.93, 0.93], [-0.03, -1.11, -3.49], [0.02, 0.22, 0.33], [-0.85, -0.61, 2.43], [-1.84, 0.54, -0.22], [-0.14, -1.04, 0.04], [0.08, -0.06, 0.10], [0.00, 1.06, -0.32], [-0.39, 0.07, -1.09], [0.59, 0.18, 0.08], [-0.07, -0.83, 0.13], [-0.46, -0.16, -0.33], [0.20, 0.67, 0.01], [1.02, -0.38, 0.58], [-0.32, 0.67, -0.42], [-1.12, 0.93, -0.94], [0.01, 0.92, 0.56], [-0.52, -0.58, 1.88], [-0.38, -0.06, -0.57], [-0.48, 0.22, 0.76], [0.53, -1.68, -0.26], [-0.23, -0.38, 1.79], [-0.12, 0.06, -0.52], [1.30, 0.45, -0.76], [0.86, -0.10, 0.02], [1.33, -2.05, 0.54], [-0.03, 0.33, -0.10], [-1.41, 1.33, 0.74], [-0.68, 0.37, -0.03], [-0.39, 0.49, -0.53], [-0.20, -0.04, -0.76], [0.58, -0.02, -0.20]], "lowdin_spin": [0.981, 0.166, 0.049, 0.005, 0.027, 0.007, 0.025, 0.045, 0.001, 0.002, 0.000, 0.001, 0.003, 0.008, 0.003, 0.000, 0.001, 0.012, 0.028, 0.133, 0.021, 0.038, -0.001, 0.031, -0.006, 0.024, 0.003, 0.006, 0.002, 0.000, 0.001, 0.003, 0.012, 0.090, 0.001, 0.000, 0.000, 0.001, 0.000, 0.000, 0.004, 0.002, -0.001, 0.002, -0.001, 0.000, 0.000, 0.001, 0.001, 0.000, 0.000, 0.001, 0.007, 0.014, 0.031, 0.060, 0.020, 0.131, 0.003, 0.001, 0.001, 0.001], "spin_multiplicity": 3, "e_above_lowest_kcal_mol": 33.2, "homo_ha": [-0.150, -0.270], "largest_force_ev_per_a": 3.70, "orbital_gap_ev": [4.303, 6.802], "s_squared": 2.017}